No. 1
# C6H14N2O2

A 2-piece molecular cluster, C6H14N2O2 overall (ωB97M-V/def2-TZVPD, the OMol25 dataset).

```
! wB97M-V def2-TZVPD RIJCOSX def2/J DEFGRID3
* xyz 1 2
C 0.3985 1.7596 -1.5889
C 0.2522 -1.9991 -2.3316
C 0.4122 0.4888 -2.4133
O 0.1543 0.5927 -3.5759
N 0.7221 -0.6742 -1.8531
H -0.7092 1.8284 -1.3837
H 0.8581 2.6501 -2.1158
H 1.0211 -0.7512 -0.8951
H -0.0078 -2.0349 -3.3772
H 1.0275 1.6822 -0.7251
H 1.0561 -2.8144 -2.3257
H -0.6145 -2.2452 -1.7643
C -1.3913 -1.5589 2.2591
C 0.8422 1.7522 1.7947
C -0.4231 0.7257 1.7740
O -1.4077 0.9843 1.0614
N -0.4206 -0.4430 2.5503
H 0.2845 -0.7343 3.0356
H -1.1093 -1.7747 1.2977
H 1.6606 1.1911 1.4801
H -1.4945 -2.1510 3.1290
H -2.4987 -1.1042 2.2073
H 0.5721 2.4691 0.9943
H 0.8151 2.1611 2.7663
*
```

## Properties
- Lowest unoccupied orbital energy (alpha / beta): -3.49 / -8.83 eV
- Expectation value of S²: 0.755
- HOMO energy (alpha / beta): -12.9 / -12.9 eV
- Relative energy (zero: lowest compared OMol25 entry of this formula, charge and spin): 2.922 eV
- Calculated total energy: -496.62439 Eh



No. 2
# C6H14N2O2

A 2-piece molecular cluster, C6H14N2O2 overall (ωB97M-V/def2-TZVPD, the OMol25 dataset).

```
! wB97M-V def2-TZVPD RIJCOSX def2/J DEFGRID3
* xyz 1 2
C 0.2358 1.0269 2.9369
C 1.0707 -1.8477 0.5741
C 0.7769 0.2358 1.7773
O 1.6040 0.7284 1.0153
N 0.3601 -1.0449 1.5798
H -0.3028 1.8525 2.4718
H -0.0818 -1.5353 2.3419
H 0.5594 -2.8081 0.5379
H -0.5266 0.5011 3.5031
H 1.0378 1.3625 3.5833
H 0.9216 -1.3582 -0.3644
H 2.1353 -1.8400 0.7980
C 0.6195 1.7669 -1.7056
C -1.9416 -1.0197 -1.6769
C -1.1582 0.1255 -2.2063
O -1.0687 0.4120 -3.3744
N -0.3446 0.8515 -1.3058
H -0.2366 0.4619 -0.3624
H 1.4177 1.8242 -0.9658
H -1.2923 -1.9013 -1.6708
H 0.9504 1.5760 -2.7276
H 0.2980 2.8278 -1.7767
H -2.2777 -0.9322 -0.6413
H -2.7562 -1.2655 -2.3415
*
```

## Properties
- Lowest unoccupied orbital energy (alpha / beta): -3.17 / -8.54 eV
- Expectation value of S²: 0.766
- HOMO energy (alpha / beta): -13.8 / -13.8 eV
- Relative energy (zero: lowest compared OMol25 entry of this formula, charge and spin): 0.737 eV
- Calculated total energy: -496.70468 Eh



No. 3
# C6H14N2OS

A 2-piece molecular cluster, C6H14N2OS overall (ωB97M-V/def2-TZVPD, the OMol25 dataset).

```
! wB97M-V def2-TZVPD RIJCOSX def2/J DEFGRID3
* xyz 0 1
C 1.5983 2.1909 1.2899
C -2.4357 -0.1927 0.2431
C -3.3972 0.9048 0.6875
C 0.8376 -1.1684 -2.0095
C 2.3522 -1.5577 0.0841
C 1.6362 -0.5395 -0.7919
N 1.4880 0.9419 1.3625
N -2.1176 -1.1907 0.8802
O -0.1396 1.4815 -0.4714
S 0.3845 0.2871 0.2395
H 2.0933 2.8600 1.9351
H 0.9190 2.6027 0.5940
H -2.0504 -0.1870 -0.7551
H -3.9083 1.2775 -0.1896
H -2.6658 1.6988 0.8851
H -4.0182 0.7491 1.4996
H 1.5389 -1.5780 -2.7191
H 0.1843 -1.8946 -1.6918
H 0.3550 -0.3305 -2.4403
H 1.7501 -1.7286 0.8420
H 3.3305 -1.1511 0.3101
H 2.4849 -2.4194 -0.5684
H 2.3727 0.1956 -1.0682
H -2.5926 -1.2518 1.8526
*
```

## Properties
- Lowest unoccupied orbital energy: 0.95 eV
- HOMO energy: -9.0 eV
- Relative energy (zero: lowest compared OMol25 entry of this formula, charge and spin): 3.657 eV
- Calculated total energy: -819.82834 Eh



No. 4
# C6H14N3

An isolated ion of composition C6H14N3 and charge +1 (ωB97M-V/def2-TZVPD, the OMol25 dataset).

```
! wB97M-V def2-TZVPD RIJCOSX def2/J DEFGRID3
* xyz 1 1
C 1.9239 0.1416 -1.0284
C -1.4543 -0.3019 0.1459
C -2.9119 -0.2293 0.5675
C 0.3302 -1.5809 -0.3508
C -0.5718 1.9241 -0.4846
C 1.5963 -0.3900 1.3039
N -1.0929 -1.4723 -0.1337
N -0.6217 0.7367 0.2404
N 0.9844 -0.3034 0.0095
H 1.5412 0.5928 -1.9199
H 2.7059 0.7179 -0.5673
H -3.1260 -1.1323 0.9831
H -3.4863 -0.1536 -0.3320
H -2.9071 0.6470 1.2695
H 2.4284 -0.7531 -1.3183
H 0.5322 -1.8446 -1.3541
H 0.7129 -2.4610 0.2865
H -1.2676 2.6808 -0.0932
H 0.3669 2.4830 -0.5096
H -0.9087 1.8578 -1.6584
H 2.1211 0.5339 1.3985
H 2.2543 -1.1854 1.4224
H 0.8505 -0.5079 2.1232
*
```

## Properties
- Lowest unoccupied orbital energy: -5.34 eV
- HOMO energy: -13.7 eV
- Relative energy (zero: lowest compared OMol25 entry of this formula, charge and spin): 4.012 eV
- Calculated total energy: -400.90285 Eh



No. 5
# C6H14N3O

A 2-piece molecular cluster, C6H14N3O overall (ωB97M-V/def2-TZVPD, the OMol25 dataset).

```
! wB97M-V def2-TZVPD RIJCOSX def2/J DEFGRID3
* xyz 1 3
C -1.4034 -1.1850 1.4534
C -0.0739 -0.6661 -0.2567
C -1.8846 -0.5130 2.6985
C 0.6330 0.4531 -2.3759
C 2.1752 0.1374 -0.5443
C 0.3293 1.5938 -0.3124
N -2.1797 -0.9714 0.2630
N -1.5288 -0.6439 -0.7093
N 0.7392 0.3428 -0.8769
O -0.0559 -0.8036 1.0762
H -1.3722 -2.2334 1.4711
H 0.3646 -2.0539 -0.8153
H -1.4502 0.4834 2.7134
H -1.6268 -1.0381 3.6191
H -2.8962 -0.6363 2.6781
H 0.8814 -0.4673 -2.9576
H -0.2435 0.9551 -2.7361
H 1.4319 1.1282 -2.8506
H 2.7588 1.0375 -0.8045
H 2.0819 -0.1063 0.5212
H 2.5752 -0.7176 -1.1071
H 1.2059 2.3337 -0.2921
H -0.5502 2.0162 -0.7188
H 0.0892 1.5547 0.8635
*
```

## Properties
- Lowest unoccupied orbital energy (alpha / beta): -2.72 / -6.48 eV
- Expectation value of S²: 2.008
- HOMO energy (alpha / beta): -10.9 / -14.2 eV
- Relative energy (zero: lowest compared OMol25 entry of this formula, charge and spin): 2.615 eV
- Calculated total energy: -475.99884 Eh



No. 6
# C6H14N4O

An isolated ion of composition C6H14N4O and charge +2 (ωB97M-V/def2-TZVPD, the OMol25 dataset).

```
! wB97M-V def2-TZVPD RIJCOSX def2/J DEFGRID3
* xyz 2 1
C 0.9095 -0.5038 1.5846
C 0.0107 -1.2113 0.9100
C 1.7529 0.5084 1.2561
C 0.4676 1.5115 -0.4670
C -0.9895 -2.5945 -2.1124
C -1.6076 2.6026 0.0123
N 1.6238 1.0265 -0.0786
N -0.4052 -0.8860 -0.2614
N 2.6680 1.0969 2.0672
N -1.4388 -1.8232 -0.8213
O -0.4560 1.8324 0.3587
H 1.1906 -0.9310 2.5767
H -0.4855 -2.0540 1.3311
H 0.4261 1.7408 -1.4984
H -0.0221 -3.1716 -1.9736
H -1.8293 -3.2742 -2.3213
H -0.9812 -1.8708 -2.9380
H -1.3301 3.7203 0.1197
H -2.2655 2.3585 0.6955
H -1.9075 2.4804 -1.0055
H 2.2380 0.7094 -0.7221
H 2.9662 0.6585 2.9127
H 3.3915 1.8154 1.7815
H -2.1195 -1.1180 -1.1760
H -1.8072 -2.6232 -0.2302
*
```

## Properties
- Lowest unoccupied orbital energy: -7.65 eV
- Structure (SMILES): C[NH2+]/N=C/C=C(N)\[NH+]=C/OC
- HOMO energy: -16.3 eV
- Relative energy (zero: lowest compared OMol25 entry of this formula, charge and spin): 2.205 eV
- Calculated total energy: -530.56846 Eh



No. 7
# C6H14N4O2

One molecule with the formula C6H14N4O2 (ωB97M-V/def2-TZVPD, the OMol25 dataset).

```
! wB97M-V def2-TZVPD RIJCOSX def2/J DEFGRID3
* xyz 0 1
C -1.7562 -0.0813 0.3358
C -3.2145 -0.3820 0.1391
C -1.2158 0.9468 -0.6580
C -0.0064 1.7353 -0.1853
C 1.1780 1.0720 0.5374
C 2.7547 -0.7302 -0.0262
H -1.2365 -1.9324 1.1219
H -1.3520 -1.9577 -0.4052
H -1.5679 0.3449 1.3566
H -0.9979 0.4429 -1.6095
H -1.9718 1.7055 -0.8894
H -0.3208 2.4455 0.6173
H 0.3083 2.3984 -1.0438
H 0.8125 0.6921 1.5249
H 1.9303 1.8641 0.7881
H 0.7889 -0.7462 -0.2885
H 1.9645 -2.2988 -0.0195
H 3.6947 0.9578 -0.5099
H 4.7367 -0.3216 -0.0034
H -4.3968 -1.6990 -0.6993
N -0.9501 -1.3095 0.2815
N 1.6298 -0.1092 -0.2972
N 2.9509 -2.0046 -0.0518
N 3.8234 0.0833 0.0306
O -4.1013 0.4437 0.2638
O -3.4847 -1.5597 -0.3100
*
```

## Properties
- Lowest unoccupied orbital energy: 0.28 eV
- Structure (SMILES): [H]/N=C(/N)NCCC[C@H](N)C(=O)O
- HOMO energy: -8.4 eV
- Relative energy (zero: lowest compared OMol25 entry of this formula, charge and spin): 1.535 eV
- Calculated total energy: -606.51747 Eh



No. 8
# C6H14N4O2

One molecule with the formula C6H14N4O2 (ωB97M-V/def2-TZVPD, the OMol25 dataset).

```
! wB97M-V def2-TZVPD RIJCOSX def2/J DEFGRID3
* xyz 0 1
C 1.2612 -0.1850 0.7530
C 1.3077 -1.2349 -0.3768
C 1.4261 1.2737 0.2269
C 0.4495 1.7001 -0.8474
C -1.0618 1.5284 -0.5111
C -2.2296 -0.4686 0.1615
H 2.0996 -1.3522 2.1679
H 2.3461 0.2208 2.4541
H 0.2867 -0.3089 1.2397
H 1.3377 1.9959 1.0434
H 2.4683 1.3574 -0.1213
H 0.6057 2.7549 -1.0398
H 0.6199 1.2084 -1.7957
H -1.6252 2.1892 -1.1968
H -1.3020 1.8571 0.5107
H -1.3270 -0.2344 -1.6075
H -3.4389 -0.6957 1.5857
H -1.4715 -2.3456 -0.1504
H -2.8173 -1.9755 -1.0675
H 2.3072 -1.8096 -1.8115
N 2.3839 -0.4891 1.7264
N -1.4239 0.1808 -0.7169
N -2.7993 -0.0042 1.2090
N -2.3861 -1.8940 -0.1646
O 0.6271 -2.2425 -0.4282
O 2.3558 -1.0264 -1.2427
*
```

## Properties
- Lowest unoccupied orbital energy: 0.62 eV
- Structure (SMILES): [H]/N=C(\N)NCCC[C@H](N)C(=O)O
- HOMO energy: -8.9 eV
- Relative energy (zero: lowest compared OMol25 entry of this formula, charge and spin): 0.868 eV
- Calculated total energy: -606.54199 Eh



No. 9
# C6H14N5

A 2-piece molecular cluster, C6H14N5 overall (ωB97M-V/def2-TZVPD, the OMol25 dataset).

```
! wB97M-V def2-TZVPD RIJCOSX def2/J DEFGRID3
* xyz 0 2
C 1.0337 0.3590 -2.2948
C 0.5292 2.1376 -0.6654
N 0.9673 1.7526 -1.9305
N 0.0333 3.4561 -0.5463
N 0.7909 1.4762 0.3909
H 0.5970 2.4102 -2.5935
H -0.6490 3.7887 -1.2132
H 0.7757 4.1475 -0.5657
H 0.7281 -0.1034 0.6359
H 0.7409 2.0210 1.2420
H 1.8539 -0.1305 -1.7567
H 1.2603 0.2347 -3.3504
H 0.1510 -0.2219 -2.0137
C -1.4856 -0.5301 2.4414
C 0.5380 -2.1471 -0.1545
C -0.8252 -1.3986 1.4636
C -1.1454 -2.6962 1.1724
N 0.3695 -1.1276 0.7254
N -0.2139 -3.2449 0.3072
H 1.1428 -2.1435 -1.0437
H -0.2399 -4.1303 -0.1481
H -1.8418 -3.1744 1.8355
H -1.0331 -0.2088 3.3805
H -2.4477 -0.9657 2.7615
H -1.6300 0.4393 1.9204
*
```

## Properties
- Lowest unoccupied orbital energy (alpha / beta): 0.55 / 0.53 eV
- Expectation value of S²: 0.755
- HOMO energy (alpha / beta): -3.6 / -7.3 eV
- Relative energy (zero: lowest compared OMol25 entry of this formula, charge and spin): 0.736 eV
- Calculated total energy: -510.68766 Eh



No. 10
# C6H14N5

A 2-piece molecular cluster, C6H14N5 overall (ωB97M-V/def2-TZVPD, the OMol25 dataset).

```
! wB97M-V def2-TZVPD RIJCOSX def2/J DEFGRID3
* xyz 1 1
C -2.2612 1.5082 0.9429
C 1.0095 2.2366 -0.3447
C -1.0281 1.7775 0.1430
C -1.0510 2.4381 -1.0601
N 0.2611 1.6892 0.5840
N 0.2385 2.7910 -1.3111
H 2.0818 2.3772 -0.3296
H 0.6525 3.2693 -2.0973
H -1.8806 2.6751 -1.6979
H -3.0399 1.0272 0.3523
H -2.5589 2.4435 1.4164
H -2.1562 0.7924 1.7571
C -0.7296 -3.4713 0.8060
C 0.9595 -1.9326 0.0097
N 0.5016 -3.2074 0.0521
N 1.0086 -1.2285 -1.1028
N 1.1883 -1.3119 1.1510
H 0.6521 -3.7976 -0.7520
H 0.8851 -1.5677 -2.0413
H 1.2078 -0.2362 -1.0490
H 1.3346 -1.7947 2.0249
H 1.1112 -0.3014 1.2505
H -0.4826 -3.6899 1.8370
H -1.1056 -4.4363 0.5018
H -1.4684 -2.6817 0.8475
*
```

## Properties
- Lowest unoccupied orbital energy: -2.64 eV
- HOMO energy: -11.9 eV
- Relative energy (zero: lowest compared OMol25 entry of this formula, charge and spin): 0.427 eV
- Calculated total energy: -510.60243 Eh



No. 11
# C6H14N5

A 2-piece molecular cluster, C6H14N5 overall (ωB97M-V/def2-TZVPD, the OMol25 dataset).

```
! wB97M-V def2-TZVPD RIJCOSX def2/J DEFGRID3
* xyz 1 1
C 0.0702 1.6597 1.4927
C 2.5036 0.8430 0.9355
C 1.1507 0.7085 1.1997
C 1.9032 -1.2406 0.5331
N 3.0148 -0.3204 0.5203
N 0.8072 -0.7394 1.0273
H 3.1601 1.6860 1.3071
H 3.8639 -0.4410 -0.0490
H -0.8761 1.0608 2.0919
H -0.2052 1.8880 0.4253
H 2.0869 -2.3979 0.2925
H 0.2578 2.7135 2.0372
C -2.2346 0.9489 -0.5326
C -1.0492 -0.9754 -1.0180
N -1.6602 -0.2482 -0.0723
N -0.7708 -0.5268 -2.3241
N -0.6959 -2.2413 -0.6304
H -1.4118 -0.3503 1.0498
H -0.5480 0.3997 -2.4027
H -1.0658 -0.9272 -3.2849
H -1.0331 -2.7987 0.1557
H 0.1476 -2.7031 -0.9516
H -1.7382 1.9208 -0.2083
H -3.2527 0.9453 0.0937
H -2.4241 1.1362 -1.6881
*
```

## Properties
- Lowest unoccupied orbital energy: -2.89 eV
- HOMO energy: -11.8 eV
- Relative energy (zero: lowest compared OMol25 entry of this formula, charge and spin): 3.973 eV
- Calculated total energy: -510.47211 Eh



No. 12
# C6H14NO

C6H14NO as an isolated structure (ωB97M-V/def2-TZVPD, the OMol25 dataset).

```
! wB97M-V def2-TZVPD RIJCOSX def2/J DEFGRID3
* xyz -1 1
C 4.3108 -0.6835 -0.4301
C 2.8833 -0.2390 -0.8395
N 1.9895 -0.5591 0.2151
C 0.7703 0.1462 0.1410
C -0.2669 -0.3559 -0.9010
C -3.7841 1.6483 0.9221
C -3.1170 0.3507 0.9989
O -3.0669 -0.5391 0.1445
H 5.0295 -0.7815 -1.2468
H 4.6153 -0.0182 0.3882
H 4.0508 -1.6395 0.0303
H 2.6163 -0.7620 -1.7832
H 2.9517 0.8522 -1.0261
H 0.2318 0.2070 1.1199
H 0.9750 1.2192 -0.1144
H -0.3611 -1.4271 -0.6950
H 0.0265 -0.2667 -1.9491
H -1.2513 0.0925 -0.7073
H -4.5221 1.6941 0.1366
H -3.8449 2.0911 1.9013
H -2.6115 1.5165 0.5491
H -2.8029 -0.0561 1.9645
*
```

## Properties
- Lowest unoccupied orbital energy: 3.08 eV
- HOMO energy: -1.1 eV
- Relative energy (zero: lowest compared OMol25 entry of this formula, charge and spin): 4.267 eV
- Calculated total energy: -366.84486 Eh